1.
{
  "formula": "C3H6N2",
  "method": "ωB97M-V with the def2-TZVPD basis set",
  "elements": ["H", "N", "C", "N", "C", "C", "H", "H", "H", "H", "H"],
  "coordinates": [[0.75440, 2.45038, -0.76173], [1.41027, 1.95570, -0.11633], [0.97404, 0.81733, 0.23287], [-0.27095, 0.24678, -0.10952], [-0.56940, -1.00382, 0.33958], [-1.40807, -1.93781, -0.24252], [1.58582, 0.30604, 0.90109], [-0.87881, 0.58909, -0.87667], [-0.02030, -1.13679, 1.26148], [-1.32873, -2.93894, 0.26491], [-2.06705, -1.94138, -1.18778]],
  "forces_ev_per_angstrom": [[0.560, -0.477, 0.592], [-0.556, 0.374, -0.816], [-2.014, 2.014, -1.601], [0.024, 1.002, -0.848], [-1.664, -1.919, -1.330], [1.040, -0.356, 0.947], [0.634, -1.495, 1.131], [1.202, 0.106, 0.736], [-0.138, -1.062, 0.063], [-0.538, 1.170, -0.520], [1.450, 0.643, 1.645]],
  "lumo_ev": 1.08,
  "max_force_ev_per_a": 3.27,
  "total_charge": 0,
  "smiles": "[H]/N=C\\NC=C",
  "spin_multiplicity": 1,
  "e_tot_ev": -6186.963,
  "orbital_gap_ev": 9.54,
  "e_above_lowest_kcal_mol": 36.5,
  "e_homo_ev": -8.5
}

***

2.
{
  "formula": "C3H6N2O",
  "method": "ωB97M-V with the def2-TZVPD basis set",
  "elements": ["C", "N", "C", "C", "O", "N", "H", "H", "H", "H", "H", "H"],
  "coordinates": [[0.57066, 0.13957, -0.34893], [1.42856, 0.19998, -1.34010], [0.30766, -0.06292, 0.88330], [-2.21588, -0.40998, -0.04143], [1.78218, 0.34359, 1.55753], [-1.12044, -0.55004, -0.65427], [1.93186, 1.27918, 1.34257], [1.97793, -0.63198, -1.52159], [1.16226, 0.77498, -2.13062], [-0.34790, -0.22089, 1.72026], [-2.32783, -0.05796, 1.00404], [-3.14904, -0.80353, -0.47075]],
  "forces_ev_per_angstrom": [[-5.579, -2.340, 0.356], [0.262, 0.364, -0.660], [6.383, 2.541, 2.458], [1.062, -0.433, 0.336], [-1.895, -0.561, 0.213], [0.055, 0.652, -1.958], [-0.258, -0.436, 0.074], [-0.122, 0.257, -0.063], [0.184, -0.324, 0.076], [-0.433, -0.158, -0.555], [0.061, 0.424, -0.219], [0.280, 0.013, -0.056]],
  "lumo_ev": 0.69,
  "max_force_ev_per_a": 7.30,
  "total_charge": 0,
  "spin_multiplicity": 1,
  "e_tot_ev": -8230.382,
  "orbital_gap_ev": 8.75,
  "e_above_lowest_kcal_mol": 145.7,
  "e_homo_ev": -8.1
}

***

3.
{
  "formula": "C3H6N2O",
  "method": "ωB97M-V with the def2-TZVPD basis set",
  "elements": ["C", "N", "C", "C", "O", "N", "H", "H", "H", "H", "H", "H"],
  "coordinates": [[-0.38077, -1.16620, 0.82865], [0.70470, -1.18599, 0.18520], [0.88590, -0.10614, -0.74402], [0.29297, 1.12904, -0.29723], [-1.07012, 0.67735, -0.49359], [-1.41188, -0.06246, 0.71113], [-0.82857, -2.06472, 1.48107], [1.99786, -0.04573, -0.71405], [0.67898, -0.62882, -1.83249], [0.64364, 1.27346, 0.66181], [0.31809, 1.76552, -1.20768], [-1.83080, 0.41469, 1.42119]],
  "forces_ev_per_angstrom": [[-2.978, 0.224, 1.802], [-2.139, -1.266, 0.654], [4.929, -3.454, -2.309], [-2.269, -1.061, -5.823], [-2.300, 0.877, 3.927], [3.338, -4.289, -4.813], [1.537, 2.143, -1.192], [-0.281, 0.440, -0.539], [0.043, 2.035, 2.494], [0.170, 1.568, 2.033], [0.872, 1.013, 1.475], [-0.921, 1.771, 2.292]],
  "lumo_ev": 1.02,
  "max_force_ev_per_a": 7.26,
  "total_charge": 0,
  "smiles": "C1=NCCON1",
  "spin_multiplicity": 1,
  "e_tot_ev": -8231.373,
  "orbital_gap_ev": 10.26,
  "e_above_lowest_kcal_mol": 122.8,
  "e_homo_ev": -9.2
}